Entry 1:
{
  "formula": "CH3BrFOP",
  "method": "ωB97M-V/def2-TZVPD",
  "species": ["C", "O", "F", "P", "Br", "H", "H", "H"],
  "coordinates": [[-1.13554, -0.49198, 0.03562], [0.09136, 0.11414, -0.33538], [1.45680, 2.12143, -0.38386], [1.29059, 0.70936, 0.52838], [2.93248, -0.54471, -0.05616], [-1.12089, -1.60084, -0.36696], [-2.04633, 0.04760, -0.42868], [-1.46845, -0.35500, 1.00705]],
  "forces_ev_per_angstrom": [[-1.53, -1.21, -3.39], [-0.26, -0.03, -0.50], [0.22, -2.08, 0.92], [-1.50, 2.60, 0.26], [0.95, -0.48, -0.73], [-0.14, 2.25, 1.20], [1.76, -0.71, -0.33], [0.50, -0.35, 2.56]],
  "spin_multiplicity": 1,
  "smiles": "COP(F)Br",
  "charge": 0
}

Entry 2:
{
  "formula": "C3H8N2O2",
  "method": "ωB97M-V/def2-TZVPD",
  "species": ["N", "C", "C", "O", "C", "N", "O", "H", "H", "H", "H", "H", "H", "H", "H"],
  "coordinates": [[-1.19364, 0.61445, -0.59751], [0.13333, 0.49481, 0.00807], [1.06873, -0.18608, -0.96841], [1.10284, 0.59838, -2.17730], [0.17736, -0.19135, 1.37684], [-0.94318, -0.23997, 2.16295], [1.18130, -0.80741, 1.68584], [-1.25727, 0.28581, -1.54400], [-2.05761, 0.49844, -0.09953], [0.46476, 1.52676, 0.19977], [2.06916, -0.26912, -0.55535], [0.63230, -1.16425, -1.18847], [1.25956, -0.04507, -2.87967], [-0.80121, -0.94604, 2.86609], [-1.83645, -0.16935, 1.71067]],
  "forces_ev_per_angstrom": [[-0.03, 0.04, -0.19], [-1.09, 1.01, 0.45], [-0.17, 0.41, -0.23], [-0.09, -0.66, 0.14], [0.16, -1.37, -1.11], [0.61, 0.32, -0.30], [0.13, 0.49, 0.47], [0.08, -0.03, -0.05], [0.27, -0.07, 0.23], [0.42, -0.14, -0.08], [-0.02, -0.17, 0.12], [0.26, -0.17, 0.11], [0.06, 0.40, -0.04], [-0.47, -0.03, 0.25], [-0.10, -0.04, 0.23]],
  "spin_multiplicity": 1,
  "smiles": "NC(=O)[C@H](N)CO",
  "charge": 0
}

Entry 3:
{
  "formula": "C25H19BaI2N4O3S2",
  "method": "ωB97M-V/def2-TZVPD",
  "species": ["Ba", "C", "C", "N", "N", "C", "O", "C", "C", "C", "C", "C", "C", "C", "C", "C", "C", "C", "N", "H", "H", "H", "H", "H", "H", "H", "H", "H", "H", "H", "H", "I", "C", "C", "C", "I", "C", "C", "C", "C", "N", "C", "C", "O", "H", "H", "H", "H", "C", "O", "C", "S", "S", "H", "H", "H"],
  "coordinates": [[-0.55133, -0.54949, -0.46187], [4.05467, -0.00149, -1.37637], [2.55797, 0.11891, -1.43557], [1.81637, 0.17941, -0.38057], [2.36867, 0.18391, 0.82723], [1.51377, -0.08639, 1.80733], [0.32047, -0.44329, 1.66783], [2.10857, -0.00729, 3.16913], [3.48677, 0.01371, 3.35603], [4.01537, 0.03461, 4.63163], [3.18037, 0.04171, 5.73773], [1.80567, 0.04191, 5.55823], [1.27487, 0.01481, 4.28173], [1.87337, 0.07511, -2.71247], [2.56437, 0.12751, -3.93697], [1.86027, 0.05971, -5.12107], [0.47737, -0.05739, -5.07477], [-0.12263, -0.10889, -3.82797], [0.53907, -0.05429, -2.68987], [4.35557, -0.00279, -0.33287], [4.54007, 0.82751, -1.88737], [4.36917, -0.93669, -1.83667], [4.13067, 0.00311, 2.49093], [5.08847, 0.03511, 4.76583], [3.60107, 0.04131, 6.73423], [1.14417, 0.05481, 6.41333], [0.20767, 0.00711, 4.11303], [3.63767, 0.22461, -3.94487], [2.37517, 0.10121, -6.07147], [-0.11323, -0.10819, -5.97677], [-1.19493, -0.19899, -3.73787], [-0.45543, 4.31981, -0.78577], [-2.39693, 3.50121, -0.63057], [-3.50393, 4.31721, -0.49727], [-4.75273, 3.75061, -0.40957], [-6.41093, 5.07151, -0.19557], [-4.93503, 2.36041, -0.45397], [-6.17533, 1.69711, -0.38737], [-6.21543, 0.33131, -0.43777], [-5.01113, -0.38029, -0.54997], [-3.84473, 0.20211, -0.61397], [-3.77703, 1.53621, -0.57447], [-2.44973, 2.10281, -0.65907], [-1.42743, 1.36661, -0.74657], [-3.38113, 5.39001, -0.45927], [-7.08423, 2.27621, -0.29877], [-7.15343, -0.20099, -0.39187], [-5.01423, -1.45999, -0.58967], [1.38637, -5.14489, 1.15443], [0.17537, -4.89259, 0.48333], [0.09337, -3.78109, -0.26547], [-1.47533, -3.38549, -0.69287], [1.45537, -2.96679, -0.75497], [1.30097, -6.14809, 1.56713], [1.52267, -4.41479, 1.96133], [2.24437, -5.07919, 0.47973]],
  "forces_ev_per_angstrom": [[-2.13, -4.82, -0.14], [-0.24, 0.04, 0.14], [0.69, 0.09, 1.08], [0.92, 0.41, -1.00], [1.10, 0.26, 0.81], [0.54, -0.02, -0.34], [0.55, 0.32, 2.26], [0.09, -0.02, 0.28], [-0.01, 0.01, -0.07], [0.15, -0.01, 0.11], [-0.03, 0.01, 0.08], [0.00, 0.01, 0.11], [-0.08, -0.03, -0.25], [-0.14, -0.03, -1.03], [-0.05, 0.00, 0.45], [-0.27, 0.00, 0.05], [0.17, 0.01, -0.05], [-0.09, 0.01, -0.32], [1.05, 0.47, -1.11], [0.03, 0.01, -0.01], [0.11, 0.08, -0.10], [0.10, -0.08, -0.10], [0.01, -0.01, -0.07], [0.07, 0.00, 0.02], [0.01, 0.03, 0.06], [-0.03, 0.01, 0.07], [-0.07, -0.05, 0.03], [0.11, -0.01, 0.02], [0.04, 0.00, -0.02], [-0.07, -0.01, -0.02], [-0.26, -0.05, -0.02], [-0.40, -0.01, 0.04], [1.05, -0.22, -0.08], [-0.59, 0.07, 0.05], [-0.32, 0.93, 0.06], [0.35, -0.30, -0.05], [0.28, -0.33, -0.03], [-0.10, -0.20, 0.00], [-0.07, 0.19, 0.01], [-0.06, -0.08, -0.01], [0.22, -0.71, -0.04], [-0.25, 0.64, 0.04], [-0.53, 1.12, 0.02], [-1.65, 3.80, -0.73], [-0.02, 0.02, -0.01], [-0.02, 0.01, 0.01], [-0.08, -0.04, 0.01], [-0.01, -0.18, 0.01], [0.54, -0.10, 0.27], [-0.18, -0.14, 0.29], [-0.21, -0.39, -0.39], [-0.94, -0.61, -0.25], [0.81, 0.08, -0.17], [-0.04, -0.01, 0.03], [0.05, -0.11, -0.10], [-0.12, -0.06, 0.09]],
  "spin_multiplicity": 1,
  "charge": -1
}

Entry 4:
{
  "formula": "C4H9BO2",
  "method": "ωB97M-V/def2-TZVPD",
  "species": ["B", "C", "C", "C", "C", "O", "O", "H", "H", "H", "H", "H", "H", "H", "H", "H"],
  "coordinates": [[-2.40506, -0.02880, 0.02151], [0.06623, -0.09582, -0.48520], [-1.25178, 0.52877, -0.84618], [1.31802, 0.35401, 0.07297], [2.46379, -0.47994, 0.57153], [-3.67691, 0.36740, -0.28852], [-2.09626, -0.84427, 1.08766], [0.10432, -1.23542, -0.63402], [-1.89200, 0.61097, -2.19869], [-0.93329, 1.45047, -0.54084], [1.09715, 1.29182, 0.53352], [2.47915, -1.51952, 0.34283], [2.47187, -0.50486, 1.72524], [3.45890, -0.15924, 0.09606], [-4.24682, 0.09306, 0.34776], [-2.57408, -1.49571, 1.50264]],
  "forces_ev_per_angstrom": [[-0.35, -0.24, 0.37], [4.36, -3.78, -0.27], [-0.40, -1.29, -2.60], [-5.62, -1.31, -1.06], [1.17, 0.74, 0.82], [2.52, 0.99, -2.58], [2.17, 2.20, -1.59], [-0.05, 1.49, -0.16], [2.62, -0.37, 3.91], [-0.68, 3.64, 0.23], [1.04, 1.25, 0.07], [-0.80, -0.93, -0.65], [0.40, 0.60, -1.71], [-1.27, 0.09, 1.18], [-3.00, -1.21, 2.82], [-2.11, -1.88, 1.21]],
  "spin_multiplicity": 1,
  "charge": 0
}

Entry 5:
{
  "formula": "C12H17N",
  "method": "ωB97M-V/def2-TZVPD",
  "species": ["C", "C", "C", "C", "C", "C", "C", "C", "C", "N", "H", "H", "H", "H", "H", "H", "H", "H", "H", "C", "C", "C", "H", "H", "H", "H", "H", "H", "H", "H"],
  "coordinates": [[-0.88615, 3.73476, 2.09250], [-1.58167, 0.97884, -0.33903], [-0.66591, 1.75650, 0.39847], [-1.44260, 2.65543, 1.22449], [-2.73588, 2.39591, 0.93527], [0.17593, -0.26146, -1.33438], [-1.18215, -0.01737, -1.22316], [1.10394, 0.48204, -0.59578], [0.70337, 1.46529, 0.28543], [-2.83308, 1.42682, -0.04410], [0.55353, -1.05840, -1.95530], [-1.90775, -0.62098, -1.76177], [2.16226, 0.27207, -0.68314], [1.37750, 2.01028, 0.92728], [-3.69778, 0.97081, -0.27277], [-3.56896, 2.95715, 1.31922], [-1.02676, 4.72776, 1.66232], [0.19147, 3.63647, 2.23061], [-1.31522, 3.80226, 3.09346], [2.16736, -3.58002, -0.39985], [3.67098, -3.43982, -0.22678], [1.72893, -5.00644, -0.84565], [1.64504, -3.44915, 0.54525], [1.66909, -2.90200, -1.08340], [4.22545, -4.15624, -0.84061], [1.80216, -5.12678, -1.92850], [2.43281, -5.74152, -0.45062], [3.94432, -3.64034, 0.80703], [4.03465, -2.45416, -0.52738], [0.72454, -5.24864, -0.50618]],
  "forces_ev_per_angstrom": [[0.21, 0.47, 0.27], [0.37, 0.16, -0.37], [0.07, -0.48, 0.20], [0.70, -0.11, -0.22], [-0.01, 0.51, 0.02], [-0.18, 0.13, 0.13], [0.25, -0.43, -0.03], [0.32, 0.23, 0.37], [-0.71, 0.24, 0.01], [-0.85, 0.17, 0.52], [-0.13, -0.04, -0.23], [0.09, 0.11, 0.02], [-0.02, -0.13, -0.06], [0.40, 0.00, -0.14], [0.10, -0.06, -0.14], [-0.39, -0.27, -0.09], [-0.06, -0.01, -0.20], [-0.02, -0.19, -0.04], [-0.15, -0.30, -0.03], [-1.15, -1.42, 0.05], [0.12, 0.18, -0.44], [0.87, 0.25, -0.09], [0.21, 0.43, 0.25], [0.43, 0.47, -0.16], [-0.15, 0.00, -0.05], [-0.20, 0.09, -0.04], [-0.17, -0.11, 0.26], [0.12, 0.12, 0.04], [-0.03, 0.01, 0.28], [-0.05, -0.02, -0.11]],
  "spin_multiplicity": 1,
  "smiles": "Cc1c[nH]c2ccccc12.CCC",
  "charge": 0
}

Entry 6:
{
  "formula": "C17H21N3O",
  "method": "ωB97M-V/def2-TZVPD",
  "species": ["N", "N", "O", "C", "C", "C", "C", "C", "C", "C", "C", "C", "C", "C", "C", "N", "C", "C", "C", "C", "C", "H", "H", "H", "H", "H", "H", "H", "H", "H", "H", "H", "H", "H", "H", "H", "H", "H", "H", "H", "H", "H"],
  "coordinates": [[-0.41704, 2.42340, 2.61216], [-0.58908, 1.16771, 2.65987], [1.02861, 1.75713, 0.10825], [-3.57836, 5.13977, 3.14602], [-3.79404, 3.78143, 3.35647], [-2.29778, 5.63286, 2.78660], [-2.77894, 2.84547, 3.20895], [-1.23839, 4.68369, 2.67643], [0.72117, -2.40511, -0.02302], [0.87419, -0.31436, -1.15141], [0.62821, -1.70977, 1.20503], [-1.46676, 3.28909, 2.84439], [0.87428, 0.37543, 0.07794], [0.76632, -1.72703, -1.26381], [0.68171, -0.30914, 1.27047], [0.74331, -2.41529, -2.51404], [0.63419, 0.38046, 2.60927], [2.78189, -1.69007, -3.82690], [1.06805, -4.79029, -2.56962], [1.22686, -1.74584, -3.75972], [0.04844, -3.71359, -2.66498], [0.49336, 2.06235, 0.88754], [-4.45452, 5.83895, 3.28672], [-4.76154, 3.39555, 3.68570], [-2.17744, 6.67539, 2.55772], [-2.95969, 1.78985, 3.33208], [-0.22492, 5.01726, 2.42248], [0.68603, -3.48848, 0.02066], [1.02071, 0.35297, -1.96678], [0.50302, -2.29015, 2.08874], [0.60465, -0.32506, 3.42044], [1.51742, 1.02085, 2.79435], [2.98641, -1.21703, -4.80164], [3.09573, -1.03330, -2.99898], [3.30343, -2.63403, -3.79925], [0.63917, -5.77465, -2.70552], [1.81291, -4.69784, -3.39058], [1.58321, -4.71890, -1.63773], [0.83686, -0.74785, -3.82696], [0.81039, -2.29575, -4.62478], [-0.46879, -3.77299, -3.62372], [-0.76324, -3.81310, -1.90884]],
  "forces_ev_per_angstrom": [[2.07, -2.34, 0.13], [-1.09, 2.22, 0.90], [-0.84, -0.85, 0.37], [-0.12, 1.19, -0.05], [0.10, -0.66, 0.34], [-0.45, -2.34, 0.32], [1.16, 0.96, -0.52], [-0.52, 0.04, -0.14], [-0.56, 0.27, 0.56], [0.30, 0.13, 0.71], [0.06, 0.36, -2.06], [-2.82, 1.13, 0.09], [-0.23, -0.11, -0.35], [0.20, 0.28, -0.19], [0.40, -1.41, 0.53], [-0.52, 1.12, 0.17], [0.65, 1.01, -0.90], [-1.28, 1.22, -0.38], [0.56, -0.86, -1.23], [0.46, -1.67, 0.89], [-0.21, 1.11, 0.65], [0.90, 0.11, -0.86], [1.22, -0.76, -0.28], [0.14, 0.38, -0.23], [0.29, 0.19, 0.11], [0.00, -0.08, 0.07], [-0.43, -0.20, 0.04], [-0.01, 0.09, -0.12], [-0.05, 0.10, -0.90], [0.02, -0.27, 0.63], [-0.30, -0.46, 0.22], [-0.29, -0.05, -0.28], [0.37, 0.04, 0.42], [0.27, -0.31, -0.42], [-0.15, -0.38, 0.20], [-0.19, -0.38, 0.23], [-0.35, 0.14, 0.53], [0.44, -0.17, 0.63], [-0.20, 0.60, 0.01], [0.22, 0.12, 0.49], [0.07, 0.33, -0.13], [0.67, 0.13, -0.22]],
  "spin_multiplicity": 1,
  "smiles": "CCN(CC)c1ccc(C/N=N/c2ccccc2)c(O)c1",
  "charge": 0
}

Respective calculated total energy values: -85182.8588, -10315.7507, -76905.6024, -9064.3047, -14209.8884, -24485.5285 eV.
Respective energy above the lowest of the compared OMol25 structures with the same formula, charge and spin values: 36.1, 27.7, 44.9, 75.3, 10.4, 83.4 kcal/mol.
Respective E_LUMO values: 0.7, 0.8, 2.0, 0.3, 0.9, -0.4 eV.